Here is a 2-piece molecular cluster, C20H19BO overall from the OMol25 dataset. Energies are from ωB97M-V with the def2-TZVPD basis set.

- Structure (SMILES): COc1ccc(C2c3ccccc3-c3ccccc32)cc1.B
- E_HOMO: -0.2997 Ha
- Net charge: 0
- Energy above the lowest of the compared OMol25 structures with the same formula, charge and spin: 0.0 kcal per mole
- Maximum force: 1.33 eV/Å

Cartesian coordinates (Å):
1 C 5.83 -0.29 3.15
2 O 5.08 0.46 4.14
3 C 3.75 0.23 4.30
4 C 3.10 0.94 5.35
5 C 1.74 0.86 5.44
6 C 0.97 0.10 4.57
7 C -0.51 0.05 4.86
8 C -1.36 -1.07 4.30
9 C -2.61 -0.58 3.88
10 C -3.64 -1.46 3.54
11 C -3.37 -2.83 3.59
12 C -2.12 -3.31 4.03
13 C -1.10 -2.41 4.38
14 C -2.63 0.87 4.05
15 C -1.38 1.27 4.57
16 C -1.16 2.56 5.00
17 C -2.20 3.50 4.83
18 C -3.44 3.10 4.31
19 C -3.68 1.77 3.95
20 C 1.61 -0.65 3.58
21 C 3.01 -0.62 3.45
22 H 6.83 0.12 3.23
23 H 5.83 -1.37 3.38
24 H 5.44 -0.13 2.13
25 H 3.70 1.55 6.03
26 H 1.22 1.40 6.26
27 H -4.62 -1.05 3.29
28 H -4.14 -3.53 3.26
29 H -1.94 -4.38 4.09
30 H -0.13 -2.74 4.74
31 H -0.21 2.82 5.43
32 H -2.02 4.53 5.12
33 H -4.22 3.84 4.16
34 H -4.66 1.42 3.62
35 H 1.02 -1.27 2.91
36 H 3.54 -1.21 2.68
37 H -0.54 -0.04 5.93
38 B 0.03 -0.46 10.88
39 H -0.06 -1.64 10.61
40 H 1.13 0.04 11.10
41 H -0.97 0.25 10.90

Let us look at the Mulliken charges, expressed in e, one per atom: C -0.822; O -0.414; C 0.893; C -0.915; C -0.402; C -0.145; C 0.421; C -0.379; C -0.151; C -0.211; C -0.663; C -0.799; C 0.113; C -0.316; C 0.679; C -0.266; C -0.773; C -0.651; C -0.477; C -0.290; C -0.619; H 0.241; H 0.336; H 0.330; H 0.395; H 0.373; H 0.396; H 0.383; H 0.384; H 0.465; H 0.306; H 0.377; H 0.390; H 0.381; H 0.491; H 0.329; H 0.611; B 0.086; H -0.028; H -0.030; H -0.029